Entry 1:
{"formula": "C3H7NO2", "method": "the ωB97M-V functional and the def2-TZVPD basis", "species": ["C", "C", "O", "C", "N", "O", "H", "H", "H", "H", "H", "H", "H"], "positions_angstrom": [[-1.6498, 0.2406, -0.2665], [-0.4165, -0.1881, 0.5405], [-0.3262, -1.5740, 0.7330], [0.8911, 0.5368, 0.0827], [2.1136, -0.0276, -0.2885], [0.8653, 1.7240, 0.3451], [-1.6660, 1.3268, -0.3981], [-2.5690, -0.0533, 0.2559], [-1.6614, -0.2330, -1.2541], [-0.5431, 0.2265, 1.5486], [-0.2228, -1.9766, -0.1344], [2.3327, -0.6437, -1.0616], [2.8520, 0.6416, -0.1026]], "gap_ev": 10.32, "e_homo_ha": -0.35590, "de_lowest_kcal_mol": 26.80, "charge": 0}

***

Entry 2:
{"formula": "C3H7NO2", "method": "the ωB97M-V functional and the def2-TZVPD basis", "species": ["C", "C", "N", "H", "H", "H", "H", "H", "O", "C", "O", "H", "H"], "positions_angstrom": [[-2.4959, 0.6268, -0.0916], [-2.0731, -0.6307, 0.0575], [-0.6644, -0.8955, 0.2992], [-3.4402, 0.9553, -0.5140], [-1.9822, 1.4866, 0.3286], [-2.7632, -1.4605, 0.0771], [-0.7103, -1.8319, 0.6913], [-0.2257, -0.9597, -0.6188], [1.8098, -0.1329, -1.1216], [2.1366, 0.3351, -0.0573], [1.2923, 0.8157, 0.8337], [3.1610, 0.4245, 0.3283], [0.3657, 0.4036, 0.8337]], "gap_ev": 10.39, "e_homo_ha": -0.34955, "de_lowest_kcal_mol": 45.10, "charge": 0}

***

Entry 3:
{"formula": "C3H7NO2", "method": "the ωB97M-V functional and the def2-TZVPD basis", "species": ["C", "N", "C", "O", "O", "C", "H", "H", "H", "H", "H", "H", "H"], "positions_angstrom": [[-2.1001, -0.0294, -0.6605], [-1.3714, -0.0424, 0.5926], [-0.1097, -0.0121, 0.5870], [0.5856, -0.0252, 1.7453], [0.6703, 0.0356, -0.5015], [2.0832, 0.0495, -0.3237], [-2.7364, 0.8624, -0.7113], [-2.7668, -0.8987, -0.7040], [-1.4633, -0.0401, -1.5525], [-0.1041, -0.0610, 2.4259], [2.3914, 0.9219, 0.2586], [2.5004, 0.1029, -1.3303], [2.4209, -0.8635, 0.1744]], "gap_ev": 10.11, "e_homo_ha": -0.34028, "de_lowest_kcal_mol": 33.74, "charge": 0}

***

Entry 4:
{"formula": "C3H7NO2", "method": "the ωB97M-V functional and the def2-TZVPD basis", "species": ["N", "C", "O", "C", "C", "O", "H", "H", "H", "H", "H", "H", "H"], "positions_angstrom": [[1.3856, 0.1424, 1.0481], [0.6846, -0.8193, 0.4316], [0.9417, -1.9186, 0.9516], [-0.2949, -0.6512, -0.6885], [-0.8995, 0.7431, -0.7908], [-1.5926, 1.1168, 0.3780], [1.8094, -0.7238, 1.6177], [1.5299, 1.0992, 0.7156], [-1.0714, -1.3991, -0.5083], [0.2167, -0.9275, -1.6189], [-0.1140, 1.4747, -1.0466], [-1.6324, 0.7647, -1.6026], [-0.9632, 1.0986, 1.1129]], "gap_ev": 10.90, "e_homo_ha": -0.37478, "de_lowest_kcal_mol": 43.84, "charge": 0}

***

Entry 5:
{"formula": "C3H7NO2", "method": "the ωB97M-V functional and the def2-TZVPD basis", "species": ["C", "C", "N", "C", "O", "O", "H", "H", "H", "H", "H", "H", "H"], "positions_angstrom": [[-0.5239, 0.1377, -0.0717], [-0.2795, -1.2271, 0.1834], [-1.0172, 0.9345, 0.9838], [1.3893, 0.0913, -0.1241], [-0.8383, 0.5401, -1.3490], [1.7647, 0.2835, -1.3001], [0.0142, 0.4975, -1.8528], [-0.9679, 1.9151, 0.7257], [-1.9822, 0.7063, 1.2016], [1.6103, 0.7005, 0.7602], [-0.2609, -1.9254, -0.6440], [-0.3716, -1.6242, 1.1866], [1.4633, -1.0298, 0.3003]], "gap_ev": [8.39, 8.39], "e_homo_ha": [-0.31246, -0.31245], "de_lowest_kcal_mol": 101.61, "charge": 0}

***

Entry 6:
{"formula": "C3H7NO2", "method": "the ωB97M-V functional and the def2-TZVPD basis", "species": ["H", "N", "C", "O", "C", "C", "O", "H", "H", "H", "H", "H", "H"], "positions_angstrom": [[-1.2568, 0.1666, -1.2257], [-0.4156, -0.0144, -1.7655], [0.5788, -0.2273, -1.0073], [1.7899, -0.4546, -1.5567], [0.6461, -0.3120, 0.4965], [-0.6521, 0.0386, 1.2063], [-0.9422, 1.4169, 1.0503], [1.6567, -0.3844, -2.5171], [1.4482, 0.3494, 0.8427], [0.9497, -1.3338, 0.7562], [-1.4694, -0.5957, 0.8325], [-0.5432, -0.1763, 2.2764], [-1.7900, 1.5271, 0.6113]], "gap_ev": 11.05, "e_homo_ha": -0.37772, "de_lowest_kcal_mol": 26.65, "charge": 0}

***

Entry 7:
{"formula": "C3H7NO2", "method": "the ωB97M-V functional and the def2-TZVPD basis", "species": ["C", "C", "O", "O", "H", "H", "H", "H", "C", "N", "H", "H", "H"], "positions_angstrom": [[0.6648, -0.5268, -1.4215], [-0.2388, -0.6070, -0.2123], [-1.5051, -0.1301, -0.5502], [-0.2056, -1.6951, 0.5420], [-2.1109, -0.5730, 0.0630], [1.6941, -0.7189, -1.1197], [0.3547, -1.2923, -2.1334], [0.5965, 0.4510, -1.9009], [0.0706, 1.5105, 1.3351], [0.3673, 0.3106, 1.0818], [0.4668, -0.7991, 1.4432], [-0.3498, 2.1341, 0.5440], [0.1957, 1.9360, 2.3288]], "gap_ev": 9.91, "e_homo_ha": -0.34640, "de_lowest_kcal_mol": 74.02, "charge": 0}

***

Entry 8:
{"formula": "C3H7NO2", "method": "the ωB97M-V functional and the def2-TZVPD basis", "species": ["N", "C", "O", "C", "C", "O", "H", "H", "H", "H", "H", "H", "H"], "positions_angstrom": [[1.2009, 1.1217, -1.0688], [0.1477, 0.3472, -0.6398], [-0.9805, 0.5542, -1.3996], [0.4423, -0.9007, 0.0598], [-0.3635, -0.1470, 1.0684], [-1.3571, -1.0437, 1.5883], [2.1472, 0.7921, -0.9543], [1.0531, 1.9556, -1.6178], [-1.6410, 0.4662, -0.7011], [1.4815, -1.1421, 0.2753], [-0.1325, -1.7353, -0.3314], [0.1835, 0.3552, 1.8649], [-2.1815, -0.6234, 1.8561]], "gap_ev": 8.26, "e_homo_ha": -0.27122, "de_lowest_kcal_mol": 87.30, "charge": 0}

***

Repeat the first record exactly.
{"formula": "C3H7NO2", "method": "the ωB97M-V functional and the def2-TZVPD basis", "species": ["C", "C", "O", "C", "N", "O", "H", "H", "H", "H", "H", "H", "H"], "positions_angstrom": [[-1.6498, 0.2406, -0.2665], [-0.4165, -0.1881, 0.5405], [-0.3262, -1.5740, 0.7330], [0.8911, 0.5368, 0.0827], [2.1136, -0.0276, -0.2885], [0.8653, 1.7240, 0.3451], [-1.6660, 1.3268, -0.3981], [-2.5690, -0.0533, 0.2559], [-1.6614, -0.2330, -1.2541], [-0.5431, 0.2265, 1.5486], [-0.2228, -1.9766, -0.1344], [2.3327, -0.6437, -1.0616], [2.8520, 0.6416, -0.1026]], "gap_ev": 10.32, "e_homo_ha": -0.35590, "de_lowest_kcal_mol": 26.80, "charge": 0}

***

Please write out number 6 again, unchanged.
{"formula": "C3H7NO2", "method": "the ωB97M-V functional and the def2-TZVPD basis", "species": ["H", "N", "C", "O", "C", "C", "O", "H", "H", "H", "H", "H", "H"], "positions_angstrom": [[-1.2568, 0.1666, -1.2257], [-0.4156, -0.0144, -1.7655], [0.5788, -0.2273, -1.0073], [1.7899, -0.4546, -1.5567], [0.6461, -0.3120, 0.4965], [-0.6521, 0.0386, 1.2063], [-0.9422, 1.4169, 1.0503], [1.6567, -0.3844, -2.5171], [1.4482, 0.3494, 0.8427], [0.9497, -1.3338, 0.7562], [-1.4694, -0.5957, 0.8325], [-0.5432, -0.1763, 2.2764], [-1.7900, 1.5271, 0.6113]], "gap_ev": 11.05, "e_homo_ha": -0.37772, "de_lowest_kcal_mol": 26.65, "charge": 0}